The ion C15H26NO with charge +1, computed with the ωB97M-V functional and the def2-TZVPD basis.

The spin multiplicity is 1. As for the total energy: -716.9355 Eh. As for the structure (SMILES): CC[C@@H](C)[NH2+]CCOc1cc(C)cc(C)c1C. The value obtained for the HOMO energy is -11.61 eV. As for the charge: +1. The calculation puts the gap between HOMO and LUMO at 0.33073 Eh. The calculation puts the energy above the lowest of the compared OMol25 structures with the same formula, charge and spin at 0.0 kJ/mol. The LUMO energy is -2.611 eV.

Structure (XYZ):
```
43
C15H26NO (the ωB97M-V functional and the def2-TZVPD basis)
H -1.187 -1.176 4.187
H 0.558 4.192 -0.998
H 0.913 -2.216 -3.127
C -0.338 -1.166 2.193
H -3.047 -0.754 2.086
C 1.814 0.009 1.440
H -0.554 4.087 -2.351
C 1.129 1.783 -2.202
O -1.353 -1.124 -0.601
C -0.583 -0.115 -1.170
N -1.122 0.050 1.782
C 1.412 0.437 -2.390
C 0.551 -0.534 -1.870
H -1.107 0.700 2.576
C -2.605 -0.820 -0.057
H 3.209 0.893 -3.451
H 3.264 -0.622 -2.543
H -0.615 0.494 0.984
H -1.952 -2.330 3.079
H -1.152 3.829 -0.713
H 1.776 -2.272 -1.600
C 2.631 0.025 -3.148
H 1.641 -1.595 2.843
C 1.073 -0.707 2.566
C 0.831 -1.992 -2.065
H 1.420 1.004 1.239
C -2.526 -0.148 1.346
H -0.363 -2.656 3.725
H 1.779 -0.570 0.522
H -3.009 0.831 1.318
H -3.110 -1.785 0.026
H 2.857 0.132 1.717
C -0.008 2.201 -1.530
H 1.800 2.525 -2.607
H -0.299 -1.827 1.324
H 2.352 -0.532 -4.041
C -0.862 1.238 -1.001
C -0.310 3.658 -1.380
H 1.029 -0.066 3.450
C -1.012 -1.865 3.362
H -3.187 -0.191 -0.739
H 0.035 -2.597 -1.644
H -1.779 1.573 -0.538
```

A cluster of 3 separate species, C15H26NO9 in total, computed with the ωB97M-V functional and the def2-TZVPD basis.

The spin multiplicity is 1. As for the total energy: -1319.1658 Eh. The value obtained for the HOMO energy is -4.64 eV. As for the charge: -1. The calculation puts the gap between HOMO and LUMO at 0.26447 Eh. The calculation puts the energy above the lowest of the compared OMol25 structures with the same formula, charge and spin at 0.0 kJ/mol. The LUMO energy is 2.552 eV.

Structure (XYZ):
```
51
C15H26NO9 (the ωB97M-V functional and the def2-TZVPD basis)
C -5.182 -0.794 -0.701
H 1.472 -1.814 1.868
H -1.140 -0.924 -2.164
C -2.739 -0.432 -0.790
H -1.197 4.635 -0.188
O 2.138 -2.799 4.859
O 3.399 -1.082 5.583
C -1.322 -0.896 -1.084
H -2.824 -0.031 0.216
O 2.915 2.486 -3.174
C 3.453 1.696 -2.472
H 0.065 3.941 -1.213
H -1.413 1.709 1.703
H -2.969 0.407 -1.455
H 0.550 -0.213 -0.731
C -0.977 3.861 -0.916
C 2.807 -1.633 4.708
C -0.492 1.438 -1.134
H -1.632 3.993 -1.772
H 1.333 -4.088 3.424
H 4.151 0.992 0.146
N -0.385 0.098 -0.523
H 3.696 -1.071 -1.026
H -0.938 1.315 -2.129
O 2.713 -1.180 3.442
C 4.135 -0.276 -1.623
H -5.153 -0.491 0.344
C 1.371 -3.029 3.660
C -0.829 2.448 1.168
O 3.129 0.380 -2.400
H 0.524 1.810 -1.282
H -1.099 3.402 1.618
H -2.306 2.292 -0.422
O 0.060 -2.302 0.267
H -6.004 -1.495 -0.811
C -0.963 -2.281 -0.474
C 2.123 -2.222 2.636
H 0.356 -2.662 3.814
O -3.861 -1.909 -2.378
C 4.696 0.853 -0.790
H 0.235 2.295 1.313
C -1.240 2.468 -0.296
H -4.076 -1.172 -2.954
O -1.661 -3.279 -0.781
C -3.840 -1.451 -1.039
H -3.747 -2.316 -0.397
H 2.925 -2.792 2.161
O 4.475 1.991 -1.629
H -5.360 0.091 -1.310
H 5.755 0.737 -0.571
H 4.877 -0.705 -2.300
```

An isolated molecule of C15H26O6, computed with the ωB97M-V functional and the def2-TZVPD basis.

The spin multiplicity is 1. As for the total energy: -1038.2252 Eh. As for the structure (SMILES): CCCC(=O)OCC(COC(=O)CCC)OC(=O)CCC. The value obtained for the HOMO energy is -9.81 eV. The calculation puts the gap between HOMO and LUMO at 0.38967 Eh. The calculation puts the energy above the lowest of the compared OMol25 structures with the same formula, charge and spin at 1136.0 kJ/mol. The LUMO energy is 0.798 eV.

Structure (XYZ):
```
47
C15H26O6 (the ωB97M-V functional and the def2-TZVPD basis)
C -1.460 0.066 -4.426
H -2.518 2.282 -1.676
C -2.284 -0.813 3.355
H -0.204 -0.673 4.265
C 1.609 1.407 0.873
H -2.690 -0.236 1.186
H -1.746 0.842 2.193
H -0.806 1.947 -3.609
C 2.038 0.942 3.159
O 2.147 0.278 -0.075
H 3.975 0.845 4.157
O 0.199 -1.517 2.004
H -0.725 -2.768 -1.381
H 0.806 -2.389 -2.577
C 2.662 1.666 1.895
C 0.256 -1.324 -0.595
H 2.828 0.873 5.326
C -1.848 1.493 -3.793
C 1.205 -0.153 -1.002
H -3.472 1.007 -2.546
H 0.731 0.735 -1.456
C -2.521 1.461 -2.323
O 0.619 1.852 0.680
H -2.536 2.085 -4.405
H 1.891 -0.309 3.201
H 0.922 -2.001 -0.069
O -0.696 -0.745 0.120
O 0.678 -0.397 -3.978
C -0.051 -2.190 -1.846
C -1.147 -0.322 4.446
H 2.935 2.711 1.865
H -2.470 -0.330 -4.268
C -0.638 -0.853 1.350
H -1.209 0.573 4.488
H 3.535 1.066 1.528
H -1.350 0.357 -5.313
H -3.283 -0.474 3.639
H -2.357 -1.665 3.355
H 1.773 -0.260 -1.971
C -0.483 -0.555 -3.673
C -1.780 -0.387 2.011
H 3.223 2.515 4.572
O -0.986 -1.495 -2.657
H 1.100 1.686 3.542
C 3.073 1.420 4.377
H -1.869 0.780 -1.736
H -1.791 -0.776 5.448
```

A structure of composition C15H27AsClN4O2PdSbSe4, computed with the ωB97M-V functional and the def2-TZVPD basis.

The spin multiplicity is 1. As for the total energy: -13627.3655 Eh. The value obtained for the HOMO energy is -1.43 eV. As for the charge: -2. The calculation puts the gap between HOMO and LUMO at 0.19925 Eh. The calculation puts the energy above the lowest of the compared OMol25 structures with the same formula, charge and spin at 113.4 kJ/mol. The LUMO energy is 3.987 eV.

Structure (XYZ):
```
56
C15H27AsClN4O2PdSbSe4 (the ωB97M-V functional and the def2-TZVPD basis)
H 2.586 3.291 2.686
H -1.234 -1.848 -0.946
H -1.272 -5.024 -2.226
H 2.056 -4.116 -1.348
H -1.518 -3.463 0.292
H 0.492 1.533 2.999
N -1.899 -0.059 -1.641
C 0.831 6.184 2.859
H -2.640 -5.038 -1.126
C -1.256 2.253 0.821
C -3.231 -2.256 -1.464
H 2.097 5.138 4.242
H 0.729 -4.031 -2.376
O -3.430 -0.263 0.808
C 0.286 6.176 1.583
H 0.250 -2.854 1.300
H -1.177 2.950 1.657
H -3.323 -3.777 -3.030
H -1.881 -0.235 -2.643
H 0.392 -0.156 2.426
C 0.560 5.131 0.713
N 0.836 -3.425 0.701
H -3.703 -2.775 -0.621
Se 2.507 -0.449 -0.448
N 1.048 -4.273 -1.446
C 0.286 -3.849 -0.431
H -1.853 -2.798 -3.030
C 1.639 2.923 0.179
Pd 0.351 -0.060 -1.292
H 1.963 0.688 2.396
H -2.617 0.622 -1.411
C -2.583 -3.291 -2.386
H -4.037 -1.700 -1.949
O -1.656 -1.526 1.411
C 0.887 0.805 2.291
N -1.050 -3.900 -0.494
H 0.127 5.127 -0.280
C 1.934 4.099 2.377
Cl 0.240 -1.370 -3.318
Se 4.298 -3.691 0.178
Sb 4.343 -1.969 -1.585
Se 6.244 -0.469 -1.517
Se 3.682 -2.914 -3.718
H 2.647 2.519 0.276
As 0.458 1.381 0.497
C 1.384 4.073 1.095
H -1.554 2.797 -0.076
C -1.883 -4.392 -1.581
C -2.163 -1.302 -0.898
H 1.491 3.185 -0.869
C 1.659 5.141 3.251
C -2.443 -0.995 0.583
H 0.615 6.997 3.542
H -0.359 6.986 1.263
H -2.001 1.488 1.042
H 1.846 -3.219 0.685
```

A cluster of 4 separate species, C15H27BF3O9S3 in total, computed with the ωB97M-V functional and the def2-TZVPD basis.

The spin multiplicity is 1. As for the total energy: -2783.8058 Eh. The value obtained for the HOMO energy is -4.24 eV. As for the charge: -1. The calculation puts the gap between HOMO and LUMO at 0.21089 Eh. The LUMO energy is 1.502 eV.

Structure (XYZ):
```
58
C15H27BF3O9S3 (the ωB97M-V functional and the def2-TZVPD basis)
H 1.245 -4.107 -4.815
H -4.461 6.190 -0.669
F 1.799 -3.433 2.363
O 0.680 0.964 4.565
H -5.190 5.722 0.898
O 1.694 1.516 2.304
H -2.853 1.907 2.307
O -2.358 4.568 -0.590
H -2.075 -0.068 3.548
H 2.682 -2.156 -5.180
H 2.707 -1.798 -3.444
C -5.774 3.102 -0.378
H -4.011 1.886 0.099
C -1.855 1.511 2.091
O 8.991 -2.862 0.164
C -5.907 4.563 -0.804
C 8.124 -2.564 1.323
C 2.095 -2.204 -4.258
F 3.033 -1.384 1.892
C -4.289 2.781 -0.461
O 4.194 -3.588 1.917
O 0.105 -1.168 -1.856
C -0.238 -0.271 2.434
C 5.345 -2.686 1.746
C 0.799 -1.416 -4.379
H 5.294 -2.050 0.739
C 2.935 -2.846 1.575
O -1.546 -2.209 -3.479
F 2.753 -3.033 0.088
H -6.127 2.984 0.654
S -3.491 4.212 0.241
S -0.192 -1.987 -3.012
C 0.628 -3.563 -2.819
H -0.409 3.138 2.226
H 0.041 -1.166 2.993
H -3.963 2.692 -1.501
C 1.679 -3.636 -3.925
H 1.088 -3.586 -1.827
H -6.904 4.958 -0.588
H 2.535 -4.245 -3.616
H -6.365 2.437 -1.015
S 0.561 1.160 3.135
H -1.138 2.670 3.792
O -3.372 4.016 1.670
C -0.777 2.303 2.827
H 6.887 -4.620 2.130
H -5.749 4.643 -1.886
H 0.270 -1.667 -5.303
H -2.313 -0.615 1.879
H 5.390 -1.972 2.702
H -0.106 -4.368 -2.908
C -4.829 5.355 -0.067
C -1.723 0.050 2.517
O 8.316 -1.453 2.088
H -1.697 1.591 1.008
B 6.811 -3.501 1.777
H 0.945 -0.337 -4.309
H 0.089 -0.360 1.394
```

What did the first record say?
The ion C15H26NO with charge +1, computed with the ωB97M-V functional and the def2-TZVPD basis.

The spin multiplicity is 1. As for the total energy: -716.9355 Eh. As for the structure (SMILES): CC[C@@H](C)[NH2+]CCOc1cc(C)cc(C)c1C. The value obtained for the HOMO energy is -11.61 eV. As for the charge: +1. The calculation puts the gap between HOMO and LUMO at 0.33073 Eh. The calculation puts the energy above the lowest of the compared OMol25 structures with the same formula, charge and spin at 0.0 kJ/mol. The LUMO energy is -2.611 eV.

Structure (XYZ):
```
43
C15H26NO (the ωB97M-V functional and the def2-TZVPD basis)
H -1.187 -1.176 4.187
H 0.558 4.192 -0.998
H 0.913 -2.216 -3.127
C -0.338 -1.166 2.193
H -3.047 -0.754 2.086
C 1.814 0.009 1.440
H -0.554 4.087 -2.351
C 1.129 1.783 -2.202
O -1.353 -1.124 -0.601
C -0.583 -0.115 -1.170
N -1.122 0.050 1.782
C 1.412 0.437 -2.390
C 0.551 -0.534 -1.870
H -1.107 0.700 2.576
C -2.605 -0.820 -0.057
H 3.209 0.893 -3.451
H 3.264 -0.622 -2.543
H -0.615 0.494 0.984
H -1.952 -2.330 3.079
H -1.152 3.829 -0.713
H 1.776 -2.272 -1.600
C 2.631 0.025 -3.148
H 1.641 -1.595 2.843
C 1.073 -0.707 2.566
C 0.831 -1.992 -2.065
H 1.420 1.004 1.239
C -2.526 -0.148 1.346
H -0.363 -2.656 3.725
H 1.779 -0.570 0.522
H -3.009 0.831 1.318
H -3.110 -1.785 0.026
H 2.857 0.132 1.717
C -0.008 2.201 -1.530
H 1.800 2.525 -2.607
H -0.299 -1.827 1.324
H 2.352 -0.532 -4.041
C -0.862 1.238 -1.001
C -0.310 3.658 -1.380
H 1.029 -0.066 3.450
C -1.012 -1.865 3.362
H -3.187 -0.191 -0.739
H 0.035 -2.597 -1.644
H -1.779 1.573 -0.538
```